Density functional theory data (the ωB97M-V functional and the def2-TZVPD basis) for a molecular structure, C30H46F5N3O3SSbTi.

CARTESIAN COORDINATES (ANGSTROEM)
Ti 0.40530 0.50740 0.17550
N 4.27770 1.23800 -2.82860
C 2.83060 0.85560 -2.65630
C 2.76400 -0.55750 -2.05330
C 1.44490 -1.34420 -2.25380
N 0.47730 -1.11420 -1.13710
C 0.80660 -1.07620 -3.61710
C 0.73210 0.41460 -3.93350
N 0.00830 1.10060 -2.85740
C 2.15230 0.98270 -4.01660
H 4.77140 1.32320 -1.92930
H 4.35520 2.13390 -3.33090
H 4.76290 0.52460 -3.39730
H 2.36490 1.56910 -1.95980
H 2.95460 -0.48750 -0.97330
H 3.54590 -1.17380 -2.50180
H 1.71470 -2.40650 -2.22770
H 0.61100 -1.87990 -0.46400
H -0.46140 -1.24460 -1.53460
H -0.19150 -1.51580 -3.65210
H 1.39240 -1.57290 -4.39200
H 0.25040 0.54290 -4.91150
H -0.96760 0.80720 -2.87760
H 0.00140 2.10010 -3.04970
H 2.10220 2.03170 -4.31480
H 2.70000 0.43080 -4.78220
C -4.61950 3.96700 -2.85660
O -3.69770 4.81300 -2.19260
C -2.69170 4.33720 -1.51260
C -1.82950 5.30780 -0.92480
C -0.70840 4.93620 -0.25960
C -0.34410 3.56230 -0.12360
C 0.90420 3.18890 0.40800
C 1.80080 4.15870 1.10830
O 1.38040 1.99590 0.23590
C -1.26700 2.57370 -0.63020
O -1.04380 1.29740 -0.39850
C -2.40400 2.97740 -1.32130
H -5.23680 4.62600 -3.46130
H -5.24750 3.43910 -2.13710
H -4.10670 3.25310 -3.50400
H -2.09520 6.34520 -1.04350
H -0.05870 5.69140 0.15180
H 2.16610 4.93350 0.43160
H 2.65570 3.62580 1.52690
H 1.26330 4.66020 1.91150
H -3.07080 2.21260 -1.69440
C -2.32500 3.83430 2.79740
C -2.74780 2.38090 2.92630
C -3.89380 2.04880 1.99270
Sb -0.96680 1.02680 2.70670
C -2.00080 -0.95500 2.55960
C -2.47610 -1.11520 1.12420
C -1.11260 -2.11710 2.96110
C -0.20610 1.41370 4.83300
C 1.27090 1.14920 4.94910
C -1.03440 0.61740 5.80910
H -3.11350 4.47230 3.19370
H -2.17240 4.10240 1.75300
H -1.41430 4.04710 3.36170
H -3.04670 2.17760 3.95720
H -3.57540 2.08190 0.95040
H -4.67670 2.79500 2.11810
H -4.32940 1.07810 2.22180
H -2.85570 -0.88220 3.23600
H -1.60380 -1.11410 0.43980
H -3.15870 -0.31840 0.82360
H -2.99890 -2.06580 1.01220
H -0.27200 -2.22670 2.26890
H -1.68630 -3.04280 2.93270
H -0.72790 -2.00170 3.97210
H -0.42830 2.48050 4.92230
H 1.47820 0.08520 4.88300
H 1.61870 1.47720 5.92720
H 1.84740 1.68330 4.19290
H -0.82820 -0.44730 5.74820
H -2.10020 0.78700 5.67460
H -0.77580 0.92930 6.82080
F 6.33050 -4.10210 2.42480
C 5.29080 -3.29710 2.31520
C 5.02020 -2.35390 3.31070
F 5.79780 -2.25660 4.37340
C 3.94040 -1.48810 3.17220
F 3.71100 -0.56660 4.10430
C 3.09560 -1.54690 2.06170
S 1.72760 -0.44540 1.94200
C 3.36410 -2.52450 1.11410
F 2.51050 -2.60890 0.05140
C 4.45550 -3.37290 1.19990
F 4.69520 -4.22200 0.20720

## Properties
- energy above the lowest of the compared OMol25 structures with the same formula, charge and spin (kJ/mol) = 277.8
- electronic energy (eV) = -96520.095
- frontier orbital gap (eV) = 5.706
- net charge = +3
- max |F| (eV/Å) = 3.5